<P>
Here is one molecule with the formula C4H12N2S from the OMol25 dataset. Energies are from wB97M-V/def2-TZVPD.

Computed properties:
HOMO level ... -8.77 eV
Kohn-Sham gap ... 9.57 eV
Structure (SMILES) ... NC[C@H](N)CCS

```
! wB97M-V def2-TZVPD RIJCOSX def2/J DEFGRID3
* xyz 0 1
N 2.523 0.475 -1.389
N 2.030 -0.329 1.094
H -2.356 -1.713 -0.223
S -2.300 0.717 0.431
H 2.704 -0.324 -2.005
H 0.445 1.101 0.969
H 2.920 1.364 -1.636
H 0.426 1.192 -1.446
C -1.542 -0.788 -0.212
H 0.080 -1.970 0.061
H -0.560 -1.274 1.581
C 1.118 0.349 -1.029
H 2.318 -1.299 0.732
C -0.241 -1.101 0.574
H 2.879 0.280 0.826
H -1.430 -0.692 -1.346
H -3.582 0.232 0.697
H 0.587 -0.468 -1.604
C 0.750 0.053 0.428
*
```

<Q>
Here is one molecule with the formula C4H12N2S from the OMol25 dataset. Energies are from wB97M-V/def2-TZVPD.

Computed properties:
HOMO level ... -8.66 eV
Kohn-Sham gap ... 9.43 eV
Structure (SMILES) ... CNC[C@@H](N)CS

```
! wB97M-V def2-TZVPD RIJCOSX def2/J DEFGRID3
* xyz 0 1
H 2.980 0.786 0.415
N -0.825 -0.999 0.721
H 1.261 -1.471 -0.073
H -1.570 -1.679 0.718
H -1.337 1.733 -0.031
H 0.748 1.064 0.220
C -0.745 -0.255 -0.541
H -1.857 1.252 -1.628
H -3.447 0.408 1.086
S -3.462 0.428 -0.253
N 1.717 -0.651 -0.457
C -1.758 0.907 -0.597
H -0.907 -0.951 -1.356
H 0.803 0.888 -1.561
C 0.658 0.354 -0.614
H -0.980 -0.353 1.488
H 2.354 -0.410 1.556
H 3.652 -0.793 0.380
C 2.714 -0.258 0.526
*
```

Quick one: least stable of them? <P>

<P>
Here is a 2-piece molecular cluster, C4H12N2S overall from the OMol25 dataset. Energies are from wB97M-V/def2-TZVPD.

Computed properties:
HOMO level ... -8.36 eV
Kohn-Sham gap ... 5.86 eV

```
! wB97M-V def2-TZVPD RIJCOSX def2/J DEFGRID3
* xyz 0 1
C 2.118 -0.701 -0.292
H -0.493 1.608 -0.050
H -1.596 -0.170 2.186
C -0.523 0.003 2.196
H -0.313 1.056 2.364
S -2.280 0.164 -0.531
H -1.984 1.211 -3.553
H 3.064 -1.129 0.067
H 1.578 -1.471 -0.835
H -0.050 0.404 -1.259
N 1.402 -0.186 0.843
H -1.953 0.506 -3.277
H 2.558 1.241 -0.647
H 3.050 0.212 -1.890
C -0.645 0.567 -0.367
N 2.330 0.421 -1.214
H -0.176 -1.403 0.585
H -0.009 -0.546 2.976
C 0.081 -0.375 0.852
*
```

<Q>
Here is one molecule with the formula C4H12N2S from the OMol25 dataset. Energies are from wB97M-V/def2-TZVPD.

Computed properties:
HOMO level ... -8.90 eV
Kohn-Sham gap ... 9.69 eV
Structure (SMILES) ... C[C@H](CS)NCN

```
! wB97M-V def2-TZVPD RIJCOSX def2/J DEFGRID3
* xyz 0 1
C 0.212 0.622 -0.085
H -0.037 -3.221 -0.589
H -1.059 1.896 1.222
H 0.849 -1.524 1.800
C -0.632 1.188 -1.347
H 0.268 0.780 2.092
S -0.725 2.990 -1.567
H 0.689 2.323 1.105
H -1.741 0.649 -1.196
C -0.051 1.472 1.187
H -0.428 -3.580 0.912
H 1.342 0.869 -0.229
H 1.787 -1.660 0.188
C 0.751 -1.770 0.695
N -0.238 -0.776 0.030
H -0.014 2.954 -2.856
N 0.337 -3.132 0.355
H -0.305 0.719 -2.318
H -1.007 -0.798 0.601
*
```

<R>
Here is a 2-piece molecular cluster, C4H12N2S overall from the OMol25 dataset. Energies are from wB97M-V/def2-TZVPD.

Computed properties:
HOMO level ... -8.33 eV
Kohn-Sham gap ... 5.22 eV

```
! wB97M-V def2-TZVPD RIJCOSX def2/J DEFGRID3
* xyz 0 1
H -1.060 1.593 -1.149
C -1.055 0.793 -0.414
H 1.623 1.851 -0.993
H -0.817 -1.026 -1.478
H -1.919 -0.374 2.503
H -0.651 1.173 0.547
H 2.062 0.595 0.152
C -0.221 -0.425 -0.789
H 0.136 -0.941 2.409
H -1.217 -1.430 0.753
H 0.766 0.117 -2.411
H 2.938 0.717 -1.395
N 0.437 -0.464 1.551
H 0.392 -2.152 0.346
H -1.566 0.287 2.421
C 1.971 0.813 -0.904
S -2.727 0.236 -0.155
C -0.145 -1.200 0.501
N 1.054 -0.165 -1.497
*
```

<S>
Here is a 2-piece molecular cluster, C4H12N2S overall from the OMol25 dataset. Energies are from wB97M-V/def2-TZVPD.

Computed properties:
HOMO level ... -9.07 eV
Kohn-Sham gap ... 5.86 eV

```
! wB97M-V def2-TZVPD RIJCOSX def2/J DEFGRID3
* xyz 0 1
N 0.816 -1.148 1.140
H -0.234 -2.494 -0.058
H -2.698 0.726 -1.642
N -1.526 -0.097 -0.128
H -0.640 -0.699 -1.934
H 1.233 -1.911 -0.835
H 0.366 0.344 -0.985
H -3.979 0.630 0.368
H -1.156 0.218 0.773
S 3.112 0.239 0.387
C -3.325 1.494 0.225
H 1.404 -0.304 1.015
H 1.526 -1.811 1.449
C -2.224 1.041 -0.710
H -1.526 1.850 -0.973
C 0.391 -1.613 -0.207
H -2.980 1.751 1.227
C -0.354 -0.494 -0.904
H -3.945 2.297 -0.169
*
```

Quick one: least stable of them? <R>

<P>
Here is one molecule with the formula C4H12N2S from the OMol25 dataset. Energies are from wB97M-V/def2-TZVPD.

Computed properties:
HOMO level ... -8.79 eV
Kohn-Sham gap ... 9.78 eV
Structure (SMILES) ... NC[C@H](N)CCS

```
! wB97M-V def2-TZVPD RIJCOSX def2/J DEFGRID3
* xyz 0 1
N -2.478 0.194 -1.243
H -2.564 0.737 -2.051
C 1.955 0.874 -0.105
H -1.543 -2.274 0.138
H 3.423 -0.728 0.937
H -2.233 -0.747 -1.507
C 0.910 0.216 0.823
S 3.680 0.479 0.555
H -1.878 0.545 0.812
H 1.859 1.977 -0.372
H -1.175 1.605 -0.480
H 1.200 -0.700 1.204
H -0.823 -1.719 1.563
C -1.547 0.634 -0.282
C -0.301 -0.294 -0.005
H 0.034 -0.484 -0.983
H 1.743 0.331 -1.061
H 0.509 1.016 1.537
N -0.773 -1.661 0.518
*
```

<Q>
Here is a 2-piece molecular cluster, C4H12N2S overall from the OMol25 dataset. Energies are from wB97M-V/def2-TZVPD.

Computed properties:
HOMO level ... -8.42 eV
Kohn-Sham gap ... 8.09 eV

```
! wB97M-V def2-TZVPD RIJCOSX def2/J DEFGRID3
* xyz 0 1
H 0.139 2.314 0.668
H -0.214 -2.353 -2.040
H 1.157 1.167 1.791
N 1.773 -0.814 -0.579
H -1.640 -0.900 0.117
C 0.169 1.612 1.521
H -1.439 0.250 1.929
H -1.690 1.005 -1.214
C -0.730 -0.303 0.062
H 1.435 -0.906 -1.551
N -0.840 0.616 1.211
H -0.218 2.120 2.409
H 0.867 -1.314 1.242
H 0.272 -2.236 -0.019
H 0.121 1.053 -1.380
C -0.781 0.431 -1.295
C 0.568 -1.206 0.180
S -0.788 -0.722 -2.681
H 1.840 0.185 -0.372
*
```

<R>
Here is a 2-piece molecular cluster, C4H12N2S overall from the OMol25 dataset. Energies are from wB97M-V/def2-TZVPD.

Computed properties:
HOMO level (spin up / spin down) ... -8.54 / -8.47 eV
Kohn-Sham gap (spin up / spin down) ... 7.53 / 7.48 eV

```
! wB97M-V def2-TZVPD RIJCOSX def2/J DEFGRID3
* xyz 0 1
H 0.515 1.947 -1.284
H -1.908 -0.586 -0.658
C 1.442 -0.036 1.001
H 0.105 -0.093 -2.357
C 0.618 -0.603 -1.460
S -1.260 -0.597 0.546
H 1.072 -1.082 1.358
N -0.920 -2.085 0.743
H -1.002 1.748 -0.611
C 0.007 1.604 -0.459
H 1.772 -0.648 -1.630
H 2.453 -0.039 0.474
N -3.539 -0.401 1.383
H 0.189 2.197 0.397
H 0.248 -1.630 -1.583
C 0.455 0.213 -0.183
H 1.375 0.669 1.856
H -3.735 0.299 2.098
H -1.520 -2.439 1.507
*
```

Quick one: least stable of them? <R>

<P>
Here is one molecule with the formula C3H6N4S from the OMol25 dataset. Energies are from wB97M-V/def2-TZVPD.

Computed properties:
HOMO level ... -8.24 eV
Kohn-Sham gap ... 8.81 eV
Structure (SMILES) ... Cn1ncc(NS)n1

```
! wB97M-V def2-TZVPD RIJCOSX def2/J DEFGRID3
* xyz 0 1
N 1.045 -0.983 0.901
H -0.814 -0.757 -2.858
C 0.948 0.750 2.325
H 1.547 1.687 2.303
C -0.196 -0.160 -0.832
N -0.094 0.820 0.072
H 1.856 -0.219 2.471
S -2.155 1.009 -2.585
H 0.270 0.918 3.081
H -3.549 0.201 -2.691
N 0.576 0.300 1.012
H 0.841 -2.287 -0.810
C 0.755 -1.201 -0.363
N -1.029 -0.079 -2.026
*
```

<Q>
Here is one molecule with the formula C3H6N4S from the OMol25 dataset. Energies are from wB97M-V/def2-TZVPD.

Computed properties:
HOMO level ... -8.16 eV
Kohn-Sham gap ... 8.58 eV
Structure (SMILES) ... CNn1[nH]ncc1=S

```
! wB97M-V def2-TZVPD RIJCOSX def2/J DEFGRID3
* xyz 0 1
N -1.319 -0.811 -0.251
H 1.904 0.036 1.085
N 0.986 -0.573 -0.713
C 1.720 -0.895 0.525
H -2.689 1.883 0.519
H -1.499 -1.607 -0.878
H 2.730 -1.264 0.224
H 1.227 -1.744 1.055
C -1.986 1.147 0.196
C -0.532 1.276 -0.081
N -2.412 -0.099 0.046
S 0.574 2.475 -0.151
H 1.524 0.157 -1.156
N -0.227 0.018 -0.420
*
```

Quick one: least stable of them? <P>

<P>
Here is a 2-piece molecular cluster, C2H6P2 overall from the OMol25 dataset. Energies are from wB97M-V/def2-TZVPD.

Computed properties:
HOMO level (spin up / spin down) ... -8.04 / -8.15 eV
Kohn-Sham gap (spin up / spin down) ... 6.73 / 6.80 eV
Structure (SMILES) ... P#[PH2].C=C

```
! wB97M-V def2-TZVPD RIJCOSX def2/J DEFGRID3
* xyz 0 1
H 1.473 -0.746 -0.316
P -0.909 0.120 -1.634
C 1.306 -1.617 0.200
H -2.032 2.729 -1.190
H 0.283 -2.561 1.705
H 0.295 -0.691 1.767
H -2.963 0.914 -0.377
C 0.618 -1.590 1.342
H 1.367 -2.553 -0.277
P -1.775 1.592 -0.425
*
```

<Q>
Here is one molecule with the formula C2H6P2 from the OMol25 dataset. Energies are from wB97M-V/def2-TZVPD.

Computed properties:
HOMO level ... -8.87 eV
Kohn-Sham gap ... 8.18 eV

```
! wB97M-V def2-TZVPD RIJCOSX def2/J DEFGRID3
* xyz 0 1
H -0.410 1.028 1.158
H 0.560 -0.313 1.853
H -0.326 -1.840 0.050
H -1.342 -0.520 -0.549
C 0.047 0.062 0.975
H -1.646 -1.224 1.043
P 1.757 0.546 -0.405
P 0.592 1.447 -1.784
C -0.866 -0.939 0.334
H 1.634 1.752 -2.674
*
```

Quick one: least stable of them? <P>

<P>
Here is one molecule with the formula C2H4ClFO from the OMol25 dataset. Energies are from wB97M-V/def2-TZVPD.

Computed properties:
HOMO level ... -10.77 eV
Kohn-Sham gap ... 11.61 eV
Structure (SMILES) ... OC[C@H](F)Cl

```
! wB97M-V def2-TZVPD RIJCOSX def2/J DEFGRID3
* xyz 0 1
O -1.841 -0.724 0.188
Cl 1.169 -0.854 -0.061
C 0.112 0.464 0.318
H -1.509 -1.494 -0.271
H -0.974 0.385 -1.375
F 0.648 1.609 -0.028
C -1.199 0.402 -0.309
H -1.821 1.265 -0.079
H -0.135 0.484 1.454
*
```

<Q>
Here is one molecule with the formula C2H4ClFO from the OMol25 dataset. Energies are from wB97M-V/def2-TZVPD.

Computed properties:
HOMO level ... -10.31 eV
Kohn-Sham gap ... 11.24 eV
Structure (SMILES) ... OC[C@H](F)Cl

```
! wB97M-V def2-TZVPD RIJCOSX def2/J DEFGRID3
* xyz 0 1
H -1.484 -0.356 1.086
F 0.298 1.499 -0.480
O -0.758 -0.442 -1.109
C -0.607 -0.576 0.315
H 0.930 0.915 1.338
H -0.464 -1.712 0.527
Cl 2.046 -0.302 -0.453
H -0.675 0.506 -1.624
C 0.714 0.469 0.401
*
```

Quick one: least stable of them? <Q>

<P>
Here is a 2-piece molecular cluster, C3H8N4O overall from the OMol25 dataset. Energies are from wB97M-V/def2-TZVPD.

Computed properties:
HOMO level ... -8.79 eV
Kohn-Sham gap ... 8.90 eV

```
! wB97M-V def2-TZVPD RIJCOSX def2/J DEFGRID3
* xyz 0 1
C -1.315 0.337 -0.191
C 1.164 -0.934 0.436
N 2.187 -0.192 0.748
H 2.445 0.725 -1.329
C -2.039 -0.922 -0.165
H -1.780 -1.647 0.719
N -1.981 1.307 0.364
H 0.303 -1.313 1.655
H -1.794 -1.676 -0.914
H -3.169 -0.780 -0.361
H -1.533 2.212 0.735
N -0.005 0.543 -0.472
N 2.728 0.660 -0.323
O 0.716 -0.570 -0.810
H 0.310 1.380 0.030
H 3.762 0.871 -0.121
*
```

<Q>
Here is one molecule with the formula C3H8N4O from the OMol25 dataset. Energies are from wB97M-V/def2-TZVPD.

Computed properties:
HOMO level ... -8.58 eV
Kohn-Sham gap ... 9.35 eV
Structure (SMILES) ... C/N=C(N)/N=C\NO

```
! wB97M-V def2-TZVPD RIJCOSX def2/J DEFGRID3
* xyz 0 1
N -0.580 1.831 -0.545
H 1.097 -2.156 1.431
H 0.321 -2.016 -1.202
C -0.279 -0.324 -0.216
N -0.333 -1.245 -1.251
H 0.743 1.385 0.736
N 0.623 -0.244 0.697
C -1.770 1.325 0.024
N -1.772 0.069 0.155
H 2.158 -1.598 0.126
C 1.581 -1.275 1.000
O 0.569 2.200 0.141
H 2.292 -0.885 1.732
H -0.735 2.586 -1.214
H -2.655 1.931 -0.147
H -1.259 -1.586 -1.468
*
```

Quick one: least stable of them? <P>

<P>
Here is a 3-piece molecular cluster, C2H10N2O2 overall from the OMol25 dataset. Energies are from wB97M-V/def2-TZVPD.

Computed properties:
HOMO level ... -7.47 eV
Kohn-Sham gap ... 8.39 eV
Structure (SMILES) ... N/C=C/N.O.O

```
! wB97M-V def2-TZVPD RIJCOSX def2/J DEFGRID3
* xyz 0 1
H -0.957 0.583 -1.716
C 0.287 -1.371 0.719
N 1.858 0.447 1.363
H -1.142 3.091 -0.578
H -0.979 1.580 -0.318
H 0.061 -1.645 1.653
H 1.714 0.321 2.233
H -1.591 -0.460 -0.899
H 2.099 1.393 1.015
O -0.501 2.465 -0.327
H 0.096 -2.493 -1.024
C 1.101 -0.314 0.388
H -1.028 -2.828 0.138
H 1.272 0.007 -0.520
O -1.741 0.303 -1.467
N -0.420 -2.101 -0.259
*
```

<Q>
Here is a 3-piece molecular cluster, C2H10N2O2 overall from the OMol25 dataset. Energies are from wB97M-V/def2-TZVPD.

Computed properties:
HOMO level ... -8.82 eV
Kohn-Sham gap ... 9.42 eV
Structure (SMILES) ... [H]/N=C/NC.O.O

```
! wB97M-V def2-TZVPD RIJCOSX def2/J DEFGRID3
* xyz 0 1
H 0.399 0.585 1.491
H 1.142 0.226 3.094
C 0.441 -0.097 2.326
O -3.133 -0.413 -5.935
N 2.399 -2.498 0.550
H 1.488 -0.684 0.003
C 1.618 -1.512 0.705
H -0.245 3.862 0.290
N 0.829 -1.402 1.815
H -3.282 0.087 -5.128
H -0.578 -0.128 2.720
H -3.652 0.022 -6.622
H -0.982 3.048 1.394
O -0.193 3.567 1.205
H 2.829 -2.494 -0.367
H 0.920 -2.168 2.459
*
```

Quick one: least stable of them? <P>

<P>
Here is a 3-piece molecular cluster, C2H10N2O2 overall from the OMol25 dataset. Energies are from wB97M-V/def2-TZVPD.

Computed properties:
HOMO level ... -8.21 eV
Kohn-Sham gap ... 8.99 eV
Structure (SMILES) ... N/C=C/N.O.O

```
! wB97M-V def2-TZVPD RIJCOSX def2/J DEFGRID3
* xyz 0 1
H 3.061 -0.698 -1.318
H -2.515 -0.340 0.943
H -0.958 0.038 3.069
H -2.485 0.332 -1.230
H -0.116 -0.172 -1.766
C -0.387 -0.148 1.178
H -1.591 1.554 -0.700
H 2.581 0.061 -0.012
O 0.730 -0.442 -2.182
C -1.557 -0.014 0.558
H 0.518 -0.477 -3.119
H 0.635 0.429 2.769
N -1.612 0.549 -0.765
H 0.489 -0.228 0.538
N -0.124 -0.193 2.552
O 3.332 -0.251 -0.513
*
```

<Q>
Here is a 3-piece molecular cluster, C2H10N2O2 overall from the OMol25 dataset. Energies are from wB97M-V/def2-TZVPD.

Computed properties:
HOMO level ... -8.47 eV
Kohn-Sham gap ... 9.19 eV
Structure (SMILES) ... [H]/N=C/NC.O.O

```
! wB97M-V def2-TZVPD RIJCOSX def2/J DEFGRID3
* xyz 0 1
H -2.119 1.905 -1.274
O -1.561 -1.905 1.295
H 2.670 0.733 1.690
C -1.601 1.668 -0.347
C -0.210 0.011 -1.432
N -0.916 0.389 -0.336
H -2.405 -2.244 1.612
H -1.115 -2.576 0.778
H -0.899 2.495 -0.169
H -0.485 0.688 -2.250
H -1.011 -0.188 0.490
N 0.503 -1.061 -1.468
H 3.800 1.057 0.756
H 1.274 -0.866 -2.107
O 3.594 0.993 1.702
H -2.261 1.717 0.519
*
```

<R>
Here is a 3-piece molecular cluster, C2H10N2O2 overall from the OMol25 dataset. Energies are from wB97M-V/def2-TZVPD.

Computed properties:
HOMO level ... -9.27 eV
Kohn-Sham gap ... 10.02 eV
Structure (SMILES) ... C/N=C\N.O.O

```
! wB97M-V def2-TZVPD RIJCOSX def2/J DEFGRID3
* xyz 0 1
O -2.384 3.273 -0.661
H 1.727 -0.271 -2.397
O -1.859 1.132 1.085
H 0.211 0.609 -0.751
C 1.240 -2.025 0.843
H -2.038 2.706 0.026
H 1.824 -1.774 -1.499
C 0.606 -0.401 -0.714
H -2.186 0.693 1.857
H -1.063 0.655 0.815
H -2.328 4.179 -0.375
H 1.110 -2.972 0.299
N 1.425 -0.877 -1.668
N 0.363 -0.972 0.418
H 2.287 -1.690 0.827
H 1.063 -2.266 1.896
*
```

Quick one: least stable of them? <P>

<P>
Here is C5H5NOS as an isolated structure from the OMol25 dataset. Energies are from wB97M-V/def2-TZVPD.

Computed properties:
HOMO level ... -8.81 eV
Kohn-Sham gap ... 8.52 eV

```
! wB97M-V def2-TZVPD RIJCOSX def2/J DEFGRID3
* xyz 0 1
C -2.093 -0.937 0.780
C 1.377 -0.038 0.344
N -1.035 -1.429 0.282
H 3.490 0.221 0.656
C -2.823 1.138 -0.643
H 2.554 1.300 -0.959
C 2.696 0.075 -0.380
C -2.635 0.315 0.308
H 3.003 -0.816 -1.173
H -2.808 -1.463 1.533
O 1.167 0.579 1.455
S 0.134 -0.774 -0.726
H -3.028 1.829 -1.475
*
```

<Q>
Here is a 2-piece molecular cluster, C5H5NOS overall from the OMol25 dataset. Energies are from wB97M-V/def2-TZVPD.

Computed properties:
HOMO level ... -8.49 eV
Kohn-Sham gap ... 6.40 eV

```
! wB97M-V def2-TZVPD RIJCOSX def2/J DEFGRID3
* xyz 0 1
C 1.292 0.277 -0.236
H 2.829 -1.660 1.440
O 3.297 -0.717 -0.174
N 2.592 0.374 -0.153
S 0.493 -1.329 -0.122
H -1.693 1.769 -0.119
C -1.133 -0.377 -0.085
H -2.296 -1.956 -0.243
C 0.374 1.380 -0.014
C -0.905 1.040 0.015
C -2.391 -0.898 -0.072
H -3.317 -0.324 -0.270
H 0.858 2.421 0.034
*
```

Quick one: least stable of them? <Q>